Entry 1:
Density functional theory data (the ωB97M-V functional and the def2-TZVPD basis) for a structure of composition C27H46BiN8S.

Geometry as XYZ:
```
83
C27H46BiN8S the ωB97M-V functional and the def2-TZVPD basis
H -3.675 2.149 -4.091
H -5.530 1.644 0.066
H -4.082 1.385 -1.955
H -0.615 3.975 2.275
C -2.223 1.775 -2.685
C 2.098 -2.013 -3.430
C 2.722 -2.994 -2.438
S -0.546 1.858 -2.383
H 3.190 -3.809 -2.988
H -1.401 -5.631 -0.313
H 1.306 -0.110 -3.340
H 2.840 1.758 -2.100
H 0.699 -1.915 -1.278
C -5.027 0.672 0.103
N -2.689 2.099 -3.876
H 0.279 -3.219 -3.617
N -1.561 -1.514 0.005
N -1.756 0.610 1.973
H 3.236 -1.268 2.006
H 1.519 0.529 4.513
C 1.091 2.670 2.059
H -1.608 0.238 5.303
C -2.160 -4.871 -0.500
C -1.256 0.446 3.191
C 1.827 1.637 2.659
H -2.417 -3.416 2.593
N -2.109 -3.847 0.552
H 2.916 1.592 4.486
C 3.429 -0.316 2.501
H -0.385 -1.382 -2.390
H -0.396 4.252 0.146
H -3.442 -4.707 1.932
C 0.179 3.544 2.880
H -0.179 0.382 3.251
C 3.824 0.303 -0.303
N 0.442 -1.116 -1.852
H 4.497 -0.109 2.413
C 1.879 1.498 4.161
H 1.319 2.274 4.673
H 3.489 -2.504 -1.839
H -5.163 0.178 -0.860
H 4.204 -0.563 0.228
N -3.093 1.387 -1.738
C 1.275 2.973 0.693
H 2.734 -0.792 -5.111
H 0.997 5.087 0.806
N 1.563 -0.839 -2.682
C 1.005 -2.703 -4.251
C -3.425 0.443 4.168
H -1.731 -5.018 2.256
C -3.576 0.835 0.422
C -3.951 0.586 2.889
Bi -0.206 0.596 -0.064
C 2.149 2.177 -0.092
H 1.790 3.166 -2.002
C -1.815 -2.623 0.274
H 0.479 -1.986 -4.886
H -5.020 0.669 2.758
H 3.908 -0.871 -3.782
H 1.047 4.499 -0.838
H -4.082 0.396 5.026
N -2.696 1.133 -0.463
C -2.445 -4.267 1.918
C 2.637 0.800 1.869
H 1.980 -3.443 -1.770
C 3.172 -1.442 -4.350
H -5.532 0.067 0.848
H 3.418 -0.028 -1.255
H 3.205 -0.440 3.554
H 0.742 4.374 3.314
C 2.556 2.604 -1.480
C 2.803 1.066 0.496
H -0.284 2.995 3.696
H 1.455 -3.451 -4.902
H -3.139 -5.349 -0.497
C -2.053 0.361 4.325
H 3.431 3.256 -1.406
C -3.087 0.662 1.805
H 4.677 0.954 -0.513
C 0.696 4.262 0.160
H -2.050 2.417 -4.589
H -1.989 -4.423 -1.476
H 3.691 -2.251 -4.861
```

Summary:
relative energy (zero: lowest compared OMol25 entry of this formula, charge and spin) = 50.2 kJ/mol
total charge = +3
HOMO = -16.55 eV
orbital gap = 7.41 eV
M = 723.768 g mol⁻¹



Entry 2:
Density functional theory data (the ωB97M-V functional and the def2-TZVPD basis) for a cluster of 3 separate species, C4H10O3 in total.

Geometry as XYZ:
```
17
C4H10O3 the ωB97M-V functional and the def2-TZVPD basis
C 1.054 0.853 0.558
H -3.369 -2.585 -2.851
H 2.288 -0.383 -0.779
C 1.554 0.434 -0.674
O -3.742 -2.193 -2.015
H -4.082 -3.042 -1.600
H 1.554 1.643 2.559
O -2.922 0.160 -0.437
H -2.449 -0.434 0.166
H 4.078 0.933 2.358
H -3.546 -0.493 -0.889
H 3.975 0.259 0.983
H -0.836 0.942 0.087
O -0.239 1.329 0.802
C 2.042 1.088 1.774
C 3.337 0.681 1.697
H 1.304 0.809 -1.740
```

Summary:
relative energy (zero: lowest compared OMol25 entry of this formula, charge and spin) = 228.5 kJ/mol
total charge = -1
HOMO (spin up / spin down) = 0.49 / -2.52 eV
orbital gap (spin up / spin down) = 2.18 / 5.10 eV
⟨S²⟩ = 0.759
M = 106.121 g mol⁻¹
multiplicity = 2



Entry 3:
Density functional theory data (the ωB97M-V functional and the def2-TZVPD basis) for a cluster of 2 separate species, C4H10NO3 in total.

Geometry as XYZ:
```
18
C4H10NO3 the ωB97M-V functional and the def2-TZVPD basis
O -2.342 2.713 0.446
C 0.310 -2.201 1.221
O -1.475 0.887 -1.133
O 0.156 2.420 -1.128
H 1.312 -2.648 1.169
N 1.344 -0.469 -0.257
C 0.519 -0.734 0.913
H -0.050 -2.422 2.230
H 2.099 0.147 -0.019
C -0.252 1.249 -1.220
H -1.417 2.895 0.250
H -2.587 2.060 -0.213
H -0.445 -0.221 0.822
C 0.643 0.009 -1.463
H 1.000 -0.248 1.768
H 0.029 -0.815 -1.817
H 1.452 0.234 -2.157
H -0.294 -2.858 0.589
```

Summary:
relative energy (zero: lowest compared OMol25 entry of this formula, charge and spin) = 104.0 kJ/mol
total charge = -1
HOMO = -4.20 eV
orbital gap = 8.12 eV
M = 120.128 g mol⁻¹



Entry 4:
Density functional theory data (the ωB97M-V functional and the def2-TZVPD basis) for a cluster of 2 separate species, C5H10N6O2 in total.

Geometry as XYZ:
```
23
C5H10N6O2 the ωB97M-V functional and the def2-TZVPD basis
O -1.147 2.044 0.530
H -0.132 0.841 3.389
H 2.428 1.942 -0.729
H 2.240 -1.515 1.469
C -0.262 -0.011 -0.358
C 0.603 -0.405 1.957
H -0.546 1.310 1.800
H -2.962 -1.360 -1.393
H 0.893 2.442 -0.086
N 0.043 0.691 2.376
N 2.017 -0.472 -1.081
N -2.545 0.412 -0.440
H 2.915 -0.078 -1.256
H -0.775 -2.953 -1.040
C 1.115 0.413 -0.699
H 1.821 -1.288 -1.641
N 1.436 1.646 -0.505
N 1.325 -1.271 1.575
O -0.415 -2.215 -1.433
C -1.310 0.994 -0.093
H -3.540 0.764 -0.529
C -0.941 -1.095 -0.942
N -2.262 -0.836 -0.870
```

Summary:
relative energy (zero: lowest compared OMol25 entry of this formula, charge and spin) = 46.2 kJ/mol
total charge = +2
HOMO (spin up / spin down) = -12.94 / -17.41 eV
orbital gap (spin up / spin down) = 5.88 / 6.27 eV
⟨S²⟩ = 2.015
M = 186.175 g mol⁻¹
multiplicity = 3



Entry 5:
Density functional theory data (the ωB97M-V functional and the def2-TZVPD basis) for an isolated molecule of C20H30N4O5.

Geometry as XYZ:
```
59
C20H30N4O5 the ωB97M-V functional and the def2-TZVPD basis
C 2.284 -2.060 0.658
C 2.037 -1.345 -1.606
C 1.568 2.514 1.037
O 2.171 -1.011 2.817
H 0.652 -2.096 -3.146
C 1.318 -1.261 -2.941
C -4.224 1.664 1.095
C -2.141 1.095 -0.546
C 3.616 3.169 0.005
H 0.274 0.254 -4.056
N 1.278 0.095 1.057
H -5.864 -0.623 1.030
H 1.189 1.247 2.762
O 1.413 2.423 -0.384
H 2.570 3.095 -1.930
H 0.160 -4.324 1.948
C -5.657 -0.132 0.080
H -0.273 -3.391 3.397
C 1.893 -0.944 1.639
C -0.536 -3.584 2.360
H 2.099 -1.239 -3.703
H -1.001 -1.328 0.085
H 1.067 3.434 1.366
H 4.660 2.927 -0.175
H -0.273 1.584 -1.129
N 1.533 -2.081 -0.585
H -1.674 -2.969 0.162
H 3.307 3.182 2.179
C -0.790 -0.068 -2.260
C 0.889 1.314 1.715
C 2.690 2.513 -1.013
H -3.376 -0.437 -1.405
O -1.560 -0.981 -2.489
H -1.554 -3.992 2.304
H 3.488 4.253 -0.006
C -0.774 -2.363 0.339
H 3.340 -1.903 0.412
H 3.055 1.507 -1.261
H 0.612 -3.910 -0.283
H -6.485 0.542 -0.133
C -3.310 0.347 -0.671
C -3.022 2.344 1.139
H 1.181 0.112 0.055
C -4.376 0.635 0.167
H 2.184 -3.016 1.172
O 3.068 -0.702 -1.455
C 0.337 -2.893 -0.589
H 1.128 0.881 -2.635
N -1.007 0.906 -1.337
C 3.075 2.581 1.304
H -5.606 -0.885 -0.701
H -2.855 3.148 1.844
H -5.027 1.923 1.767
C 0.525 0.055 -3.011
O -0.454 -2.344 1.705
H 3.465 1.572 1.450
H -0.088 -2.940 -1.590
H -0.197 1.436 1.648
N -2.002 2.073 0.343
```

Summary:
relative energy (zero: lowest compared OMol25 entry of this formula, charge and spin) = 4.1 kJ/mol
HOMO = -8.85 eV
orbital gap = 9.60 eV
structure (SMILES) = COCCN(CC(=O)NC[C@H]1CCCO1)C(=O)CCC(=O)Nc1cc(C)ccn1
M = 406.483 g mol⁻¹



Entry 6:
Density functional theory data (the ωB97M-V functional and the def2-TZVPD basis) for a cluster of 9 separate species, C3H25N2O8 in total.

Geometry as XYZ:
```
38
C3H25N2O8 the ωB97M-V functional and the def2-TZVPD basis
O -3.260 -0.411 -0.507
C 0.630 0.788 1.179
H -0.756 1.958 -2.725
H 1.376 4.130 0.073
H -3.798 -0.281 -1.302
O 1.391 -2.217 1.529
H 0.543 1.870 1.225
H 0.612 -0.968 0.167
H -3.010 -0.054 2.944
H -3.026 0.948 1.787
N 0.215 0.088 2.228
H 3.572 1.628 -1.029
H 4.103 0.522 0.211
H 1.637 0.449 -1.743
O 0.076 -2.195 -1.341
H -2.189 -1.324 0.937
O -2.463 0.309 2.239
H 0.461 -3.048 -1.565
H -1.621 -2.645 1.645
H 0.550 3.301 -0.667
H 0.248 -0.911 2.361
H 2.817 1.621 0.529
H 1.977 -2.284 2.291
H -0.803 -2.389 -0.987
O -1.410 -1.873 1.119
H 0.059 1.280 -1.770
H -2.503 0.113 -0.823
C 2.085 0.127 -0.813
H 2.344 -0.953 -1.054
O -0.524 2.045 -1.785
O -0.742 -0.162 -3.271
O 1.225 3.168 0.036
H 0.806 -2.980 1.531
C 3.203 0.969 -0.243
H -0.336 0.555 2.929
N 0.917 0.000 0.140
H -0.493 -0.668 -4.053
H -0.473 -0.650 -2.487
```

Summary:
relative energy (zero: lowest compared OMol25 entry of this formula, charge and spin) = 117.5 kJ/mol
total charge = +1
HOMO = -12.87 eV
orbital gap = 10.20 eV
M = 217.239 g mol⁻¹



Entry 7:
Density functional theory data (the ωB97M-V functional and the def2-TZVPD basis) for an isolated molecule of C5H5NO.

Geometry as XYZ:
```
12
C5H5NO the ωB97M-V functional and the def2-TZVPD basis
C -0.269 0.973 -0.609
H 0.753 -1.113 1.499
H -1.281 1.283 -0.876
N -2.094 -1.985 -0.206
C 0.060 -0.550 -0.606
C -1.140 -1.361 -0.397
H 0.454 1.535 -1.208
H 0.604 -0.942 -1.468
H 1.928 -0.203 0.513
C 0.160 0.992 0.863
O -0.039 1.734 1.781
C 0.864 -0.362 0.715
```

Summary:
relative energy (zero: lowest compared OMol25 entry of this formula, charge and spin) = 100.8 kJ/mol
HOMO = -10.24 eV
orbital gap = 10.67 eV
structure (SMILES) = N#CC1CC(=O)C1
M = 95.101 g mol⁻¹



Entry 8:
Density functional theory data (the ωB97M-V functional and the def2-TZVPD basis) for a structure of composition C3H6N2O2.

Geometry as XYZ:
```
13
C3H6N2O2 the ωB97M-V functional and the def2-TZVPD basis
N -1.016 -0.702 0.164
H 0.067 2.029 -0.125
N -0.808 1.560 -0.210
C -0.296 0.457 0.021
H 0.447 -2.113 -0.363
H -0.620 -1.149 1.215
O -2.397 -0.577 -0.059
C 1.192 0.025 -0.160
O 1.859 0.974 0.286
H 2.610 -1.323 -1.133
H 1.968 -1.874 0.992
H -2.421 0.392 0.076
C 1.607 -1.338 -0.221
```

Summary:
relative energy (zero: lowest compared OMol25 entry of this formula, charge and spin) = 785.9 kJ/mol
HOMO = -9.63 eV
orbital gap = 9.01 eV
M = 102.093 g mol⁻¹



Number 1: DFT total energy -2106.37136 Ha. Number 2: DFT total energy -383.98809 Ha. Number 3: DFT total energy -438.94562 Ha. Number 4: DFT total energy -674.74130 Ha. Number 5: DFT total energy -1375.39777 Ha. Number 6: DFT total energy -840.49365 Ha. Number 7: DFT total energy -323.48128 Ha. Number 8: DFT total energy -377.66001 Ha.